[1]
# C32H23F10N6NdS4

A structure of composition C32H23F10N6NdS4 in a non-equilibrium geometry (ωB97M-V/def2-TZVPD, the Open Molecules 2025 dataset).

Gap between HOMO and LUMO (spin up / spin down) ... 6.88 / 6.90 eV
E ... -4714.6679 Eh
E_HOMO (spin up / spin down) ... -7.17 / -7.19 eV
2S+1 ... 4

Geometry as XYZ:
```
76
C32H23F10N6NdS4 ωB97M-V/def2-TZVPD
Nd 0.526 0.342 -0.501
C 1.572 1.718 -3.893
N 0.466 1.804 -2.939
C 0.328 3.209 -2.536
C -0.798 3.436 -1.531
N -0.721 2.501 -0.412
C -1.833 2.421 0.343
C -1.675 2.378 1.750
F -0.390 2.472 2.196
C -2.709 2.310 2.654
F -2.452 2.267 3.976
C -4.026 2.309 2.198
F -5.050 2.253 3.067
C -4.250 2.362 0.823
F -5.506 2.334 0.352
C -3.196 2.411 -0.069
F -3.500 2.376 -1.389
C -0.760 1.341 -3.616
C -0.929 -0.177 -3.529
N -1.075 -0.608 -2.140
C -2.045 -1.447 -1.801
C -3.260 -1.827 -2.461
F -3.620 -1.263 -3.640
C -4.147 -2.748 -1.939
F -5.265 -3.031 -2.620
C -3.910 -3.397 -0.726
F -4.781 -4.299 -0.236
C -2.744 -3.081 -0.043
F -2.431 -3.701 1.110
C -1.894 -2.133 -0.561
F -0.723 -1.834 0.142
H 1.723 0.688 -4.205
H 2.496 2.070 -3.444
H 1.373 2.327 -4.785
H 0.145 3.850 -3.413
H 1.272 3.514 -2.073
H -1.761 3.424 -2.049
H -0.684 4.457 -1.127
H -0.749 1.646 -4.673
H -1.634 1.785 -3.142
H -0.032 -0.679 -3.927
H -1.776 -0.448 -4.160
C 4.040 2.192 -1.118
C 3.663 1.969 0.298
N 2.610 1.336 0.722
C 2.574 1.263 2.096
C 3.624 1.887 2.713
S 4.697 2.554 1.562
C 1.493 0.590 2.800
C 1.409 0.490 4.164
S -0.064 -0.232 4.635
C -0.496 -0.372 2.960
N 0.404 0.074 2.134
C -1.803 -0.977 2.613
H 3.731 1.333 -1.721
H 5.118 2.327 -1.197
H 3.566 3.100 -1.496
H 3.823 2.006 3.758
H 2.103 0.819 4.909
H -2.510 -0.821 3.425
H -1.690 -2.055 2.485
H -2.206 -0.547 1.695
S 2.562 -0.814 -2.174
C 2.659 -1.932 -0.917
N 2.037 -1.775 0.228
C 2.263 -2.841 1.065
C 1.740 -3.028 2.343
C 2.065 -4.168 3.051
C 2.902 -5.139 2.514
C 3.435 -4.981 1.248
C 3.113 -3.838 0.539
S 3.621 -3.394 -1.069
H 1.075 -2.295 2.769
H 1.651 -4.310 4.037
H 3.133 -6.027 3.083
H 4.085 -5.723 0.811
```

---

[2]
# C32H23IN6O2SSeSn

A structure of composition C32H23IN6O2SSeSn (ωB97M-V/def2-TZVPD, the Open Molecules 2025 dataset).

Gap between HOMO and LUMO (spin up / spin down) ... 6.58 / 5.74 eV
Net charge ... +2
E ... -5023.3333 Eh
E_HOMO (spin up / spin down) ... -13.74 / -13.40 eV

Geometry as XYZ:
```
67
C32H23IN6O2SSeSn ωB97M-V/def2-TZVPD
Sn -1.325 1.149 -1.138
C 1.381 5.479 -1.463
C 1.573 4.778 -0.175
N 2.531 5.166 0.646
C 2.623 4.570 1.834
C 1.730 3.576 2.347
C 2.064 3.052 3.726
O 2.500 4.074 4.590
C 0.746 3.106 1.516
C -0.182 2.070 1.989
N -0.949 1.298 1.309
C -1.704 0.348 2.067
C -1.110 -0.484 3.010
C -1.872 -1.415 3.698
C -3.233 -1.531 3.450
C -3.843 -0.712 2.508
C -3.064 0.209 1.830
I -3.956 1.495 0.445
C 0.658 3.680 0.178
O -0.190 3.300 -0.651
H 2.238 6.114 -1.666
H 0.482 6.100 -1.409
H 1.223 4.768 -2.274
H 3.460 4.872 2.453
H 2.914 2.372 3.616
H 1.257 2.468 4.169
H 1.774 4.678 4.786
H -0.220 1.956 3.069
H -0.042 -0.409 3.186
H -1.399 -2.055 4.430
H -3.826 -2.260 3.986
H -4.904 -0.787 2.318
Se -2.622 -6.062 -4.467
N -1.620 -5.497 -3.114
C -1.896 -4.229 -2.951
C -1.260 -3.394 -1.929
C -0.309 -3.896 -1.041
C 0.260 -3.052 -0.114
C -0.133 -1.721 -0.097
N -1.041 -1.228 -0.938
C -1.609 -2.050 -1.850
C -2.620 -1.480 -2.757
N -2.919 -0.186 -2.585
C -3.858 0.367 -3.343
C -4.542 -0.340 -4.326
C -4.224 -1.666 -4.522
C -3.246 -2.259 -3.723
C -2.868 -3.667 -3.843
N -3.379 -4.478 -4.732
H -0.040 -4.943 -1.099
H 1.007 -3.402 0.585
H 0.305 -1.022 0.602
H -4.071 1.417 -3.173
H -5.302 0.151 -4.916
H -4.717 -2.262 -5.280
S 2.312 0.788 -0.357
C 3.495 -0.402 -0.095
C 3.385 -1.329 0.972
C 4.353 -2.287 1.168
C 5.451 -2.349 0.306
C 5.582 -1.449 -0.748
C 4.622 -0.480 -0.949
H 2.534 -1.258 1.640
H 4.272 -2.987 1.989
H 6.214 -3.101 0.466
H 6.439 -1.507 -1.405
H 4.712 0.233 -1.757
```

---

The records above give, respectively, energy above the lowest of the compared OMol25 structures with the same formula, charge and spin values of 12.3, 49.7 kcal per mole.